1.
90
Properties=species:S:1:pos:R:3:mulliken_charge:R:1 method="wB97M-V/def2-TZVPD" total_energy_ev=-105772.1782 multiplicity=1 lumo_energy_ev=4.87 charge=-3 largest_force_ha_per_bohr=0.117
H -2.884 -6.554 0.338 0.27
N -3.271 2.494 -2.288 0.76
H -1.857 -3.451 0.705 -0.10
C 2.220 -0.753 3.540 0.02
H 1.256 1.727 -4.920 0.52
S -2.120 2.237 3.057 1.14
H 0.039 -2.942 -0.916 -0.02
H -3.834 -2.605 2.198 0.18
H 0.502 -1.785 3.354 0.39
O -2.375 -5.068 1.639 -0.42
O -3.719 2.993 -3.321 -0.79
H 4.078 -1.865 3.960 0.38
O -4.727 -0.873 0.423 -0.69
O -4.268 -1.051 -1.608 -0.73
N -1.405 -1.716 2.826 0.17
H 1.987 -0.347 4.524 0.41
O -2.264 1.794 -2.329 -0.47
O 1.793 4.037 2.608 -0.65
C -3.409 -2.782 3.186 -1.22
C -1.631 -3.803 1.712 -0.26
H -4.062 -3.603 3.482 0.31
N 1.842 2.810 2.440 0.66
O -1.821 1.479 1.833 -0.92
C -1.809 1.174 4.581 0.40
H 2.620 -0.207 -5.824 0.33
H 2.888 4.477 -2.922 0.38
H 1.685 -1.557 0.786 -0.14
H -1.690 -1.330 1.938 -0.27
C -2.481 -5.541 0.346 -0.68
H 3.364 -3.191 -2.140 0.49
H -3.098 -4.876 -0.259 0.28
H 4.236 -0.064 3.567 0.32
O -0.750 3.554 -0.153 0.02
F -1.705 5.785 -2.253 -0.20
C 2.626 -0.544 -4.787 -0.69
H -0.543 -3.842 1.662 0.39
O 3.966 -1.186 1.956 -0.41
H -1.876 -1.250 3.589 0.00
H 2.671 3.824 -4.601 0.41
O -0.288 -1.226 -2.162 0.60
N 1.786 -1.097 -0.107 0.43
O 1.451 -1.924 3.314 -0.62
C -1.059 -1.454 -3.417 -1.09
H 2.093 -1.189 -2.157 -0.69
H -3.712 -1.880 3.719 0.30
O 2.633 0.559 -3.847 -0.41
H 3.591 -1.033 -4.651 0.27
N 1.729 2.409 -1.655 0.25
H -1.899 -0.768 -3.533 0.14
C 2.941 -2.843 -1.198 -1.83
O 2.471 2.178 3.263 -0.70
C 0.493 -2.365 -1.721 -1.02
O -0.366 5.474 1.272 -0.61
F 0.394 5.844 -1.619 -0.22
F -1.059 7.406 -0.801 -0.24
C 2.763 3.588 -3.541 -1.55
H 1.892 3.275 -1.163 0.03
H 2.656 -3.825 -0.819 0.32
N -3.940 -0.854 -0.474 0.73
F -2.666 0.118 4.510 -0.31
S -1.197 4.869 0.265 0.98
H 2.668 -0.663 0.124 0.12
H 0.671 -3.116 -2.490 0.52
H 4.786 -1.685 1.980 0.21
H -1.470 -5.581 -0.058 0.27
H 0.584 0.709 -3.842 0.17
O -2.713 -0.586 -0.229 -0.25
Ba -0.327 0.983 -0.487 0.89
C -1.928 -3.013 3.012 0.61
O -1.228 3.380 3.008 -0.63
H 1.910 -1.305 -4.477 0.11
H 2.489 1.802 -1.381 0.10
H -1.494 -2.441 -3.259 0.30
H 3.883 -2.463 -0.801 0.36
C 3.733 -1.012 3.375 -0.72
H -0.389 -1.640 -4.256 0.38
O 1.708 2.409 1.284 -0.33
C 1.836 -1.812 -1.300 1.63
H 0.633 3.200 -3.135 0.21
H -1.418 -3.454 3.868 0.34
C 1.581 2.661 -3.110 0.28
H 3.588 2.877 -3.573 0.32
C -0.875 6.104 -1.270 0.40
O -2.617 4.889 0.603 -0.68
O -3.812 2.496 -1.203 -0.55
C 1.468 1.341 -3.923 -0.30
O -3.508 2.502 3.150 -0.69
H 1.833 -0.027 2.824 0.05
F -0.589 0.712 4.496 -0.23
F -1.884 1.869 5.662 -0.23



2.
68
Properties=species:S:1:pos:R:3:nbo_charge:R:1 method="wB97M-V/def2-TZVPD" total_energy_ev=-58751.1295 multiplicity=1 lumo_energy_ev=0.50 smiles="N=[PH2][C@@H]1COS(=O)(=O)[C@@H](N)C1.COCCOCCOC.COCCOCCOC" charge=0 largest_force_ha_per_bohr=0.007
H 4.214 3.540 -2.115 0.22
H -4.388 -4.344 -3.715 0.20
H -3.549 -0.258 2.923 0.17
N 7.260 1.960 0.158 -1.32
O -5.376 -6.362 -2.325 -0.55
S 4.619 4.176 1.311 2.30
H -0.400 0.259 1.853 0.19
H -2.195 -2.604 -1.943 0.17
H -1.490 -4.019 -1.141 0.17
H -1.823 -2.514 -4.063 0.17
O 5.383 3.493 2.311 -0.93
O 5.613 5.281 0.710 -0.72
O -2.683 0.726 1.320 -0.55
C -3.122 -0.356 0.533 -0.24
N 2.773 2.958 -0.292 -0.81
H -1.649 -3.994 -5.032 0.19
H -3.608 -3.599 -0.214 0.18
C -5.204 -4.061 -3.048 -0.09
H 1.363 1.158 4.178 0.18
C -1.450 -3.544 -4.060 -0.24
H 2.122 3.792 3.386 0.19
P 7.592 3.274 -0.596 1.35
H -3.086 -1.297 1.094 0.16
H 5.244 2.170 -1.716 0.25
O 0.581 2.515 2.824 -0.56
H -6.835 -7.766 -1.839 0.17
H 4.866 5.852 -1.141 0.19
H -6.521 -6.527 -0.603 0.17
H 0.470 4.411 3.534 0.19
H 6.574 6.174 -0.803 0.21
C -3.613 -4.036 -1.216 -0.09
C -2.111 1.163 3.631 -0.09
C -6.109 -5.248 -2.796 -0.09
C -0.030 0.176 2.876 -0.09
H 2.447 3.810 -0.732 0.36
H 1.080 3.227 4.715 0.16
H -0.365 -3.519 -3.902 0.17
H 1.910 0.960 2.505 0.16
O -2.104 -4.326 -3.089 -0.55
C -6.056 -7.148 -1.376 -0.24
H -6.608 -5.499 -3.743 0.17
C -3.178 0.735 2.645 -0.09
H 7.362 1.968 1.163 0.40
H 2.228 2.827 0.554 0.39
H -4.017 1.440 2.726 0.17
O -1.089 0.195 3.820 -0.54
H -5.323 -7.804 -0.910 0.19
H 0.442 -0.802 3.000 0.19
H -1.702 2.134 3.351 0.20
C 6.137 4.119 -1.373 -0.58
H -4.143 -0.212 0.163 0.17
H -3.727 -5.117 -1.120 0.20
C 5.781 5.434 -0.704 -0.07
H 4.497 2.054 0.425 0.26
O -4.725 -3.441 -1.864 -0.54
H -6.884 -4.966 -2.074 0.17
H 8.254 4.341 0.052 -0.06
C -2.276 -3.692 -1.837 -0.09
C 4.938 3.163 -1.387 -0.41
H -2.451 -0.433 -0.322 0.19
C 1.099 3.531 3.663 -0.25
O 3.410 4.859 1.670 -0.94
H -2.601 1.254 4.604 0.19
C 1.042 1.214 3.132 -0.09
H -5.812 -3.299 -3.541 0.19
C 4.181 2.981 -0.056 -0.28
H 8.402 3.109 -1.737 -0.08
H 6.418 4.357 -2.404 0.25



3.
65
Properties=species:S:1:pos:R:3:nbo_charge:R:1 method="wB97M-V/def2-TZVPD" total_energy_ev=-80090.3283 multiplicity=1 lumo_energy_ev=0.39 charge=0 largest_force_ha_per_bohr=0.019
H 0.489 1.264 7.294 0.23
H 1.994 -2.112 -2.733 0.21
H -1.742 1.322 -1.657 0.19
H -2.244 -2.359 -1.447 0.20
H -3.165 -0.814 3.499 0.19
C 0.340 -0.759 -2.971 -0.40
S 4.590 1.802 2.178 -0.55
H 3.189 1.503 -6.140 0.24
H 3.519 -0.693 -1.678 0.20
H -1.269 0.319 0.594 0.20
H -4.198 0.879 0.099 0.19
C -2.226 -0.263 3.452 -0.38
O 0.864 1.807 0.832 -0.93
H -3.405 1.662 -2.068 0.20
O 2.948 2.590 -0.269 -1.00
C -2.768 0.981 -1.499 -0.39
C -2.336 0.816 2.376 -0.39
H 3.707 -2.148 -7.062 0.23
C -0.117 0.497 6.811 -0.84
C -2.948 -0.420 -2.087 -0.41
C -3.141 1.123 -0.029 -0.39
H -1.400 -1.614 -3.934 0.21
H -2.640 -0.749 0.911 0.19
H 2.532 0.523 -2.473 0.18
H -1.279 -1.901 2.375 0.20
H -0.692 0.867 9.575 0.23
H -2.052 0.229 4.408 0.19
S 2.192 -0.313 -7.277 1.26
H 0.415 0.101 5.948 0.25
C 3.585 0.609 -6.616 -0.83
O 2.195 0.242 -0.428 -0.70
S -0.393 -0.863 7.950 1.26
H -0.513 -2.720 -2.892 0.20
H -1.077 0.906 6.496 0.23
H -1.646 -0.593 9.937 0.24
H -0.908 -1.860 4.088 0.22
H 1.098 -1.822 -1.249 0.22
H 3.832 -1.357 -8.668 0.23
H -1.193 -1.055 -0.981 0.20
H 0.051 0.187 -2.504 0.18
H -2.202 0.527 8.666 0.23
H -3.248 1.397 2.522 0.19
H 4.252 0.892 -7.430 0.23
C -1.076 -1.236 3.213 -0.62
H -3.059 -0.330 -3.168 0.20
H -1.503 1.510 2.507 0.20
C 1.494 -1.342 -2.144 -0.43
O -1.356 -1.781 7.291 -0.98
H 4.163 4.204 0.821 -0.05
C -1.813 -1.422 -1.798 -0.40
C -2.300 0.286 0.938 -0.41
O 1.421 -0.812 -6.107 -1.00
H 2.363 3.504 1.877 -0.03
S 1.544 1.694 -0.430 1.80
P 3.492 3.044 1.206 1.14
H 4.108 -0.004 -5.882 0.23
C 3.154 -1.701 -7.887 -0.83
C 2.512 -0.293 -1.749 -0.08
H -3.889 -0.839 -1.728 0.20
H 2.456 -2.426 -8.300 0.24
H -0.158 -0.700 2.970 0.20
C -0.876 -1.695 -2.985 -0.40
C -1.330 0.091 9.152 -0.83
H -3.043 2.174 0.258 0.20
H 0.708 -0.556 -3.974 0.24